# 1
{"formula": "C4H6O2", "method": "the ωB97M-V functional and the def2-TZVPD basis", "smiles": "C[C@H]1OCC1=O", "symbols": ["C", "C", "O", "C", "C", "O", "H", "H", "H", "H", "H", "H"], "coordinates": [[1.300004, 0.212116, 0.618400], [0.002702, -0.583039, 0.619531], [-1.132287, 0.271477, 0.842448], [-1.369883, 0.444111, -0.560554], [-0.256887, -0.554898, -0.874167], [0.249752, -1.050391, -1.839757], [2.159179, -0.460646, 0.601012], [1.295144, 0.755697, -0.340082], [1.350774, 0.967805, 1.399339], [-0.061881, -1.528243, 1.172819], [-1.294157, 1.491437, -0.873674], [-2.312534, 0.000724, -0.884866]], "atomic_forces_ev_per_a": [[0.2, 0.2, 0.0], [0.3, -0.2, -0.2], [-0.1, 0.0, 0.0], [-0.3, 0.0, -0.4], [-0.2, -0.6, -0.5], [-0.5, 0.2, 0.4], [0.0, 0.2, 0.1], [0.4, 0.1, 0.4], [0.1, -0.3, 0.3], [0.3, 0.4, 0.0], [0.1, -0.3, -0.2], [-0.3, 0.2, 0.1]], "mulliken_charge": [-1.18, 0.45, -0.43, -0.26, 0.15, -0.56, 0.30, 0.31, 0.34, 0.39, 0.24, 0.25]}


# 2
{"formula": "C39H59F4N5O17P", "method": "the ωB97M-V functional and the def2-TZVPD basis", "total_charge": 1, "symbols": ["C", "C", "C", "N", "C", "N", "C", "N", "C", "C", "C", "O", "N", "C", "C", "C", "C", "C", "C", "P", "O", "O", "O", "N", "C", "C", "C", "C", "C", "C", "C", "C", "C", "C", "C", "C", "O", "C", "H", "H", "H", "H", "H", "H", "H", "H", "H", "H", "H", "H", "H", "H", "H", "H", "H", "H", "H", "H", "H", "H", "H", "H", "H", "H", "H", "H", "H", "H", "H", "H", "H", "H", "H", "H", "H", "H", "H", "H", "H", "H", "H", "H", "H", "H", "H", "C", "C", "O", "C", "O", "O", "F", "H", "H", "H", "C", "C", "O", "C", "O", "O", "F", "H", "H", "H", "C", "C", "O", "C", "O", "O", "F", "H", "H", "H", "C", "C", "O", "C", "O", "O", "F", "H", "H", "H"], "coordinates": [[1.019797, 6.370362, 2.105698], [1.395249, 6.757651, 0.659940], [1.783533, 5.472101, -0.142840], [0.703848, 4.457162, 0.013411], [-0.501934, 4.776151, -0.423544], [-1.300339, 3.741879, -0.153024], [-0.591878, 2.812521, 0.449570], [-1.110258, 1.640841, 0.902388], [-2.566223, 1.446583, 0.621022], [-3.359847, 2.002817, 1.827554], [-4.716067, 2.594536, 1.458447], [-5.037946, 2.926944, 0.343530], [-5.664594, 2.804027, 2.565076], [-4.953840, 3.041830, 3.796349], [-4.392489, 4.271726, 4.060190], [-3.673733, 4.507391, 5.205150], [-3.471547, 3.514362, 6.143915], [-4.052127, 2.284755, 5.896683], [-4.764892, 2.056943, 4.747815], [-0.395182, 0.384429, 1.754207], [-1.349489, -0.643125, 2.162219], [0.780741, -0.292952, 0.941974], [0.184800, 1.034037, 3.116443], [0.711194, 3.223850, 0.542887], [1.990538, 2.718737, 1.026219], [3.042600, 2.490079, -0.106333], [3.043561, 1.046692, -0.635469], [3.826625, 0.073923, 0.258534], [4.274593, -1.228271, -0.464778], [3.393885, -1.626347, -1.677403], [3.201048, -3.182991, -1.770554], [1.687883, -3.509666, -1.537899], [0.931022, -3.521589, -2.878340], [-0.553934, -3.125014, -2.774266], [-0.832063, -1.714845, -2.201426], [-0.111422, -0.567806, -2.925423], [-1.014215, 0.148542, -3.786679], [-1.112579, 1.508470, -3.433797], [0.026602, 5.913356, 2.161474], [1.740284, 5.651505, 2.520340], [1.083754, 7.258707, 2.733259], [2.316303, 7.351639, 0.695280], [0.632410, 7.349775, 0.146449], [1.816512, 5.742229, -1.201853], [2.750188, 5.160530, 0.244701], [-0.751949, 5.704551, -0.912300], [-2.858427, 1.867059, -0.341925], [-2.798615, 0.380792, 0.558936], [-3.496248, 1.169898, 2.528860], [-2.712490, 2.727319, 2.336034], [-6.157225, 1.927750, 2.742952], [-4.494611, 5.086352, 3.343678], [-3.213554, 5.474753, 5.389811], [-2.882596, 3.679263, 7.039632], [-3.891429, 1.495836, 6.628029], [-5.176324, 1.054691, 4.612528], [1.174828, -1.004085, 1.473079], [-0.566872, 1.009083, 3.730865], [1.986020, 1.820926, 1.641293], [2.422815, 3.502976, 1.659452], [2.860401, 3.161296, -0.952673], [4.018083, 2.671577, 0.360399], [3.580967, 1.065702, -1.596404], [2.025020, 0.726274, -0.879407], [4.742810, 0.605699, 0.557926], [3.325944, -0.198682, 1.197139], [4.357476, -2.072762, 0.229681], [5.302465, -1.060554, -0.812589], [2.387146, -1.204375, -1.651037], [3.929755, -1.311906, -2.581214], [3.405411, -3.482790, -2.804317], [3.826917, -3.723173, -1.055956], [1.631674, -4.468945, -1.007459], [1.220492, -2.771337, -0.869657], [1.414748, -2.927072, -3.663710], [0.949729, -4.558985, -3.246087], [-1.040419, -3.163420, -3.761916], [-1.088843, -3.867668, -2.165205], [-0.638893, -1.726370, -1.119598], [-1.906288, -1.502858, -2.298862], [0.693927, -0.948849, -3.566707], [0.336051, 0.163521, -2.237272], [-1.617606, 2.016111, -4.265171], [-0.129672, 1.993146, -3.314571], [-1.738515, 1.677248, -2.540082], [-1.766788, -4.421165, -7.493790], [-3.166810, -4.652317, -6.986145], [-3.017054, -5.815964, -6.189905], [-1.737298, -5.804036, -5.723666], [-1.343778, -6.472912, -4.826090], [-0.972787, -4.922341, -6.413501], [-4.025481, -4.917231, -7.997027], [-1.555488, -4.994397, -8.397560], [-1.554085, -3.371667, -7.682750], [-3.566294, -3.841104, -6.374136], [-2.193233, -8.080317, -0.956186], [-1.613247, -6.706004, -1.153024], [-0.341841, -6.809362, -0.543236], [0.035914, -8.114996, -0.666349], [1.145829, -8.501087, -0.509292], [-1.018427, -8.900226, -0.996765], [-2.339632, -5.765821, -0.491586], [-2.682256, -8.188612, 0.013343], [-2.895358, -8.358200, -1.738312], [-1.495521, -6.410013, -2.197932], [-2.180133, 9.408100, 6.090163], [-1.154069, 10.243917, 5.369280], [-0.056830, 9.349873, 5.251446], [-0.581533, 8.095233, 5.207559], [0.014264, 7.130743, 4.852485], [-1.874766, 8.090616, 5.615429], [-0.775464, 11.310798, 6.105597], [-2.054572, 9.442888, 7.173017], [-3.201479, 9.687482, 5.843615], [-1.459294, 10.578556, 4.375890], [4.473862, -8.671372, -0.827880], [5.403727, -7.491787, -0.941017], [6.680170, -8.088884, -0.835814], [6.554751, -9.361800, -1.327255], [7.464594, -10.052134, -1.634676], [5.247913, -9.718073, -1.421332], [5.238097, -6.622486, 0.091503], [4.251105, -8.925920, 0.209122], [3.538772, -8.522230, -1.360930], [5.332043, -6.948217, -1.885563]], "atomic_forces_ev_per_a": [[0.2, 0.4, -0.5], [0.7, -1.1, 0.4], [-0.3, 1.3, 0.6], [1.0, 2.5, -1.3], [0.0, -2.6, 1.0], [-1.6, 0.8, -0.5], [1.3, 0.1, 0.1], [0.3, -0.6, -1.0], [-1.0, -0.2, 0.4], [0.4, -0.4, -0.7], [-1.0, 0.8, -0.2], [0.6, -0.7, 0.8], [1.3, -0.6, 0.4], [-0.1, 0.0, 0.1], [-0.1, 1.0, -0.9], [0.8, 0.6, 0.7], [-0.1, -0.1, -0.1], [0.6, -0.2, 1.0], [-0.6, -1.1, -0.1], [-0.8, -1.7, 2.0], [-0.9, 0.2, -0.4], [0.4, 1.4, 0.0], [0.5, 0.4, -1.2], [-0.6, -0.6, 0.4], [2.0, 0.4, -0.2], [-0.8, -0.8, 0.2], [0.5, 0.2, -0.4], [0.4, -0.3, 0.1], [-0.2, 0.4, -0.2], [0.9, -1.3, 0.1], [-1.3, 0.9, -0.1], [0.7, 0.0, 0.0], [-0.7, -0.7, 0.1], [-0.3, 0.3, -0.1], [-0.2, -0.2, 0.2], [-0.1, 0.0, -0.2], [0.4, 0.1, 0.4], [-0.5, 0.3, -0.6], [0.1, 0.2, 0.2], [-0.1, 0.1, -0.1], [-0.3, -0.2, 0.1], [-0.2, 0.1, -0.2], [0.0, -0.1, 0.1], [0.4, -0.5, 0.1], [-0.2, -0.5, -0.3], [0.0, -0.1, 0.1], [0.3, 0.4, 0.3], [0.5, 0.1, 0.0], [-0.1, 0.3, 0.0], [-0.5, 0.1, 0.0], [-0.3, 0.2, -0.6], [-0.2, -0.2, 0.0], [-0.2, 0.0, -0.2], [-0.1, 0.1, -0.1], [-0.2, 0.0, -0.2], [0.0, 0.2, -0.2], [-0.1, -0.1, -0.1], [0.2, 0.0, 0.2], [-0.9, 0.2, -0.1], [-0.5, -0.1, 0.2], [0.2, 0.1, 0.3], [-0.1, 0.3, -0.3], [-0.2, 0.0, 0.1], [0.2, 0.0, 0.2], [-0.2, -0.1, 0.1], [-0.2, 0.3, -0.2], [-0.2, 0.3, 0.1], [-0.2, -0.1, -0.1], [0.3, 0.3, 0.0], [-0.4, 0.3, 0.1], [0.4, -0.3, 0.4], [0.1, 0.1, -0.3], [-0.4, 0.1, -0.3], [0.3, -0.1, 0.0], [0.1, 0.0, 0.4], [0.1, 0.3, -0.1], [0.3, -0.1, 0.1], [0.1, 0.2, 0.0], [0.2, 0.2, -0.2], [0.2, -0.1, 0.0], [-0.1, 0.1, 0.2], [0.0, -0.3, 0.1], [0.1, -0.1, 0.2], [-0.1, -0.2, 0.1], [0.3, -0.1, 0.0], [0.3, 0.4, -0.2], [-0.2, -0.3, -0.4], [0.3, 0.4, 0.2], [0.2, -0.2, 0.1], [0.0, 0.0, 0.1], [-0.3, -0.1, 0.1], [-0.1, 0.0, 0.1], [-0.2, -0.1, 0.0], [0.1, 0.0, 0.2], [-0.1, 0.0, -0.1], [-0.3, -0.4, -0.2], [-0.3, 0.3, 0.3], [0.0, -0.3, -0.4], [0.2, -0.3, 0.1], [0.0, 0.0, 0.0], [0.1, 0.4, 0.1], [0.1, 0.1, -0.1], [0.1, 0.2, 0.0], [0.2, -0.2, -0.1], [-0.1, 0.1, 0.0], [-0.5, 0.0, 0.1], [0.2, 0.2, 0.4], [-0.4, -0.2, -0.3], [0.1, -0.3, 0.1], [-0.1, 0.1, 0.1], [0.3, 0.2, -0.1], [0.1, 0.0, -0.1], [0.2, 0.1, 0.0], [0.0, -0.2, -0.1], [0.1, 0.1, 0.0], [-0.5, -0.1, -0.2], [0.1, 0.0, 0.5], [-0.3, -0.1, -0.4], [0.2, -0.4, 0.0], [0.0, 0.1, 0.1], [0.2, 0.4, 0.1], [0.0, 0.1, -0.1], [0.1, 0.2, 0.0], [0.0, -0.2, -0.1], [0.0, 0.1, 0.1]], "mulliken_charge": [-0.73, -0.67, -0.86, -0.01, -0.37, -0.33, -0.07, 1.19, -1.80, 0.05, 0.18, -0.51, -0.35, -0.21, -0.10, -0.36, -0.59, -0.79, -0.11, 0.11, -0.77, -0.04, -0.57, 0.80, -0.76, -0.99, 0.61, -0.68, -1.15, 0.69, -1.16, 0.25, -0.72, -0.63, -0.47, 0.83, -0.45, -0.43, 0.22, 0.14, 0.39, 0.42, 0.40, 0.30, 0.48, 0.40, 0.57, 0.84, 0.43, 0.18, 0.42, 0.46, 0.46, 0.45, 0.38, 0.37, 0.23, 0.36, 0.38, 0.20, 0.57, 0.42, 0.69, -1.02, 0.44, 0.27, 0.42, 0.32, -0.73, 0.45, 0.39, 0.36, 0.37, -0.20, 0.38, 0.50, 0.06, -0.05, 0.03, 0.62, 0.24, -0.79, 0.36, 0.24, 0.09, -0.40, 0.30, -0.30, 0.68, -0.53, -0.30, -0.29, 0.30, 0.27, 0.27, -0.39, 0.63, -0.28, 0.60, -0.52, -0.31, -0.31, 0.28, 0.31, 0.02, -0.45, 0.29, -0.32, 0.61, -0.49, -0.22, -0.27, 0.28, 0.30, 0.27, -0.33, 0.45, -0.34, 0.60, -0.49, -0.31, -0.30, 0.23, 0.20, 0.29]}


Number 1: gap between HOMO and LUMO 10.68 eV. Number 2: gap between HOMO and LUMO 8.22 eV.